(1)
Formula: C57H65F7O5
Source: the OMol25 dataset
Level of theory: ωB97M-V/def2-TZVPD

Output
**SMILES string**: Fc1ccccc1.Fc1ccccc1.Fc1ccccc1.Fc1ccccc1.Fc1ccccc1.Fc1ccccc1.Fc1ccccc1.CC(C)=O.CC(C)=O.CC(C)=O.CC(C)=O.CC(C)=O
**Frontier orbital gap**: 0.3508 hartree

Structure (ORCA input):
```
! RIJCOSX wB97M-V def2-TZVPD def2/J DEFGRID3
* xyz 0 1
C -3.31730 -5.56984 3.21667
C -4.71042 0.10553 -3.45113
H 1.15206 6.00127 2.06737
F 3.44295 5.19851 1.90301
C -5.95779 -1.19253 2.24015
C -1.97737 8.30473 0.11085
H -6.12711 -1.10704 -4.49563
H -0.36230 2.61660 0.97155
C -5.07780 -0.91060 -4.29973
H -0.32783 -2.18611 0.15012
C -3.39076 0.32290 -3.10225
H 3.96802 4.14023 -0.51045
H 7.22523 -5.00414 0.07258
H -3.15200 1.11341 -2.44274
C -0.18504 -1.11877 0.18034
C 3.73285 -0.89518 3.84311
C 1.63499 -5.39916 -1.71647
O 6.67246 1.13613 -0.65723
H -5.74654 4.26213 -0.11570
C -1.26162 -0.33300 -0.29911
O -4.21860 -1.16182 0.64599
C 0.47503 5.68676 0.04605
C 5.76186 -5.11022 1.44575
H 6.12724 -6.01753 3.35661
H -2.03221 -2.27629 -4.83833
H 2.91912 -4.66486 1.50159
H 0.29856 2.47718 -2.54410
O -7.34873 1.63807 0.57401
C -2.54493 6.47227 1.52532
H -6.62116 -0.30601 2.42002
C -2.40456 -0.58228 -3.58133
H 2.94681 0.23773 5.50602
H -2.70424 -2.93046 1.19112
C 4.37865 -0.80060 2.59073
H 4.46536 -5.31649 3.09404
H 5.47119 0.52295 1.26968
H 2.56671 -3.39710 0.17946
C -2.77393 -1.59587 -4.41696
C 2.99841 4.56239 -0.35138
C 1.00607 -0.54460 -4.84724
C -6.48447 2.45954 0.71844
C 1.44098 -0.44867 -3.52901
C 3.76997 1.49169 4.00325
C 0.51319 1.64861 -3.21147
C -3.60660 -4.59268 2.26288
H -1.52226 8.15200 2.14729
H 8.66906 0.04382 -2.32791
H -1.89704 -6.57684 4.43349
H -1.45196 9.27364 0.03980
H -5.11908 -1.36156 2.90332
C 6.82565 0.06198 -1.21698
H -7.19239 -1.96894 -0.06000
C 6.69129 -5.84346 0.51749
F 2.22685 -1.46143 -3.05743
H -3.68633 6.03376 -1.62758
H 1.59888 0.63621 -1.64346
H 1.33883 -4.25003 0.90697
C -6.38080 -1.24927 -0.30471
C -2.62172 7.68301 -0.94182
H 7.31822 -1.02966 -3.04913
H 1.63051 -1.18602 1.19901
H -0.69227 2.41012 -4.69999
H 1.93299 -6.22296 -2.34673
C 2.64508 5.11645 0.85896
C -5.89602 2.70594 2.06873
H 7.40564 -6.54917 0.93537
H -0.19396 0.34358 -6.35630
H 1.69734 -4.45472 -2.23641
H 2.38270 4.23616 -2.31055
C 0.82303 5.25169 -1.18382
C -0.07465 1.54831 -4.50450
C -1.13068 -4.81945 3.38730
C 5.27225 -5.87603 2.64154
H -4.35236 -2.44050 -5.61110
H -5.91423 -1.67865 -1.21190
C -1.24804 0.99771 0.01568
H 3.39885 -1.81288 4.28657
C -0.25055 1.55420 0.80373
H -6.77941 -0.29180 -0.48278
H 0.59548 -5.53616 -1.45541
H -5.86904 3.73089 2.34904
H 6.46367 -1.05624 0.47402
C 1.37559 5.55028 1.08737
H -6.65854 -2.07914 2.13537
C 0.15724 0.42817 -5.35455
C -5.38329 -1.15481 0.84647
C 4.48980 1.63616 2.81406
H 1.62367 1.19309 1.82065
C 3.42053 0.25576 4.52816
H -6.58599 3.16040 -1.16377
H 4.62867 -1.64038 2.05396
H -1.37716 -0.47750 -3.34616
H 6.79755 -2.08947 -0.96659
H 5.23423 -1.43250 -0.68049
C -2.03073 7.73583 1.33782
H -4.93699 2.24840 2.19074
C 7.56112 -0.05815 -2.54472
O 3.29086 -6.29554 -0.27126
F -4.35415 -6.37853 3.57951
C 4.80427 0.49352 2.15473
H -4.60504 -4.55928 1.86365
C 1.19875 0.58989 -2.66674
C 0.80150 0.81669 1.25642
C 2.06676 4.67094 -1.38074
C -3.09129 5.87774 0.41114
C 0.84603 -0.54810 0.85187
H -0.12407 -5.00875 3.85540
H -2.16104 -0.76013 -0.75827
H 0.12338 5.47487 -2.01897
H -4.92418 2.83780 -0.43071
C -1.35972 -3.77160 2.52711
O 5.44246 -3.99465 1.18656
H -3.54287 4.89234 0.48385
H -2.67165 5.97078 2.46251
C 6.31122 -1.18834 -0.58560
H -0.36258 6.31050 0.24682
C 2.45737 -5.46970 -0.45817
H 4.76624 2.65954 2.58622
H 4.96815 -6.86093 2.33048
C -2.57289 -3.71422 1.91310
C -4.10494 -1.72007 -4.81194
F -2.31768 1.82178 -0.39488
F -2.64239 8.21890 -2.15094
H -6.56814 2.21563 2.79020
C -5.93166 3.24684 -0.35448
C 2.34194 -4.39003 0.58244
F 3.49941 2.58929 4.84292
C -3.17007 6.46896 -0.81458
F -5.68010 0.86907 -2.87183
H -0.67148 -2.97608 2.33339
C -2.09691 -5.74608 3.78692
H 1.22207 -1.41243 -5.41490
H 7.16316 0.75021 -3.22227
H 6.05559 -6.30742 -0.21352
*
```

(2)
Formula: C6H10O
Source: the OMol25 dataset
Level of theory: ωB97M-V/def2-TZVPD

Output
**Frontier orbital gap**: 0.3675 hartree

Structure (ORCA input):
```
! RIJCOSX wB97M-V def2-TZVPD def2/J DEFGRID3
* xyz 0 1
C 0.44773 -0.59652 -0.84821
H -0.26506 2.21444 1.91372
O 0.93841 1.45795 0.32183
H -2.08170 1.60888 -0.36377
H -2.93051 0.05025 1.42875
C -0.26312 1.78330 0.91734
H 2.22819 -1.84077 -1.32829
H 0.92773 -0.84498 1.31575
C 0.13425 0.87383 -0.75983
C 0.84929 -1.37446 0.37035
H 0.50666 -2.40078 0.45088
H 0.29664 1.37323 -1.71728
C -1.09132 1.34929 -0.03197
H -2.40534 -0.18106 0.95843
H -0.14324 -1.11595 -1.59793
C 1.87165 -1.04548 -0.68202
H 2.60737 -0.28880 -0.42591
*
```

(3)
Formula: H80O40
Source: the OMol25 dataset
Level of theory: ωB97M-V/def2-TZVPD

Output
**Frontier orbital gap**: 0.3549 hartree

Structure (ORCA input):
```
! RIJCOSX wB97M-V def2-TZVPD def2/J DEFGRID3
* xyz 0 1
O 0.03253 2.34470 -4.81274
O 2.68497 -2.97572 -1.63569
H 0.71394 1.86329 6.36656
O 2.08099 2.84113 3.62995
H 1.81237 3.55789 -3.83710
H -0.13760 -6.21272 -2.61196
H 2.25845 -2.93920 1.91286
O -0.49491 -4.34467 -0.58804
O 3.22282 0.09612 4.79310
H 4.28608 2.00869 3.68610
O 4.48690 1.52299 0.02041
H 2.04096 0.52982 -1.15377
O 0.96595 5.34614 -3.49546
H -1.67546 4.67611 1.11500
H 2.42976 -3.68184 -2.24353
H -1.55269 4.69606 -0.35128
H 3.52280 5.12460 0.78497
H 1.43817 -1.30952 -0.13107
H 2.42322 0.43228 4.39431
H 2.31437 3.34888 -0.03306
H -1.29401 -1.28273 0.46912
H 3.11087 -0.45332 5.67298
H 1.91846 1.96020 0.19330
H -1.24890 2.04736 -0.47088
H -5.58292 -2.45225 1.94616
H -0.67364 -5.76083 3.10426
H 0.20067 3.88905 1.66909
H 5.01907 1.63726 0.86001
H 2.51074 2.13178 3.07107
O -2.18124 5.01382 0.43097
O -0.89555 -1.77226 5.31213
H 0.78318 -4.21384 -3.45985
O 5.15435 -1.42799 -1.88804
O -1.05810 -6.30826 -2.15123
O 3.66771 4.30222 0.34452
H 4.50318 3.36150 3.73566
O 3.02110 -1.23402 -3.39959
H -1.76734 1.24542 4.97745
O 2.50056 -2.97883 2.78524
H -3.28315 -3.79302 -0.98300
O -3.98540 0.08286 -2.84985
O 1.77848 0.93349 1.92964
H 5.55985 -2.21372 -2.01016
O 1.45976 0.61040 -1.75798
O -4.50315 2.07248 0.02147
H 1.61950 1.34243 -2.34499
O -0.22338 3.93278 2.59416
H -2.31352 0.45654 -3.55705
H -2.37240 1.92849 6.11818
H 4.45230 3.71697 0.01196
H 3.21763 -1.09961 -4.35957
H -0.65612 0.76481 -0.02186
H 0.11501 -3.98582 -1.23225
H 5.33684 -0.92405 -1.14742
H 2.48597 -1.98532 3.01415
H 2.79676 2.63948 -3.48731
H -4.36743 -3.11354 -0.21580
H -1.69728 -2.50233 -2.82595
H 1.13634 1.48907 1.74327
H 4.91243 1.52310 -0.75886
O 2.33543 -1.17172 0.30347
O -3.97916 -1.51848 -5.41576
H 4.62129 2.48219 -4.33079
H -4.38922 2.31730 3.21084
H -1.76007 -1.83213 3.00821
H -4.43350 -0.64244 -2.43618
O -1.37772 0.80064 -3.37088
O 4.51979 1.68237 -3.99466
O -2.42572 -2.19555 2.55230
H -2.78720 -3.34737 -3.07263
O -0.22657 -4.94099 3.06086
H -3.89790 -0.71731 -4.86937
O -5.38136 2.06316 3.11975
O -5.95282 -0.70081 0.27204
O -4.22454 -3.73073 -0.91756
H -1.11207 -5.46649 -1.66595
O -1.80527 -3.35181 -3.07496
H -4.12118 2.77697 0.39312
O -1.11236 3.55210 -1.98596
H -0.60096 1.46165 -4.62575
H -0.15266 3.38632 -2.00546
H 2.85742 -1.63368 -0.14875
H -0.19147 -1.93635 1.15395
O -0.36613 -1.20760 0.67293
H -3.19714 -2.07920 -5.27597
H -5.44621 1.99553 0.09375
H -5.48614 3.02339 3.20768
H 2.56229 -2.32285 -2.18150
H 0.11063 4.87830 -3.18605
H -0.99650 -2.14285 4.33154
O 1.96441 2.60605 -3.47488
H -0.67665 -0.73818 5.24281
H 0.04097 -4.42768 3.72635
O 0.64350 1.79295 5.41013
O -2.49406 1.73990 5.24962
H 1.37577 2.24332 5.01102
H -1.33871 0.76653 -2.43942
H -2.99255 -1.68016 2.30708
O 0.78882 -3.64520 -4.26367
H 1.13266 2.79662 3.30352
H 5.37776 1.12667 -3.86496
H -5.53826 0.13543 0.08311
H -0.82530 -3.60934 -0.11516
H 2.22577 0.34316 1.39790
H -0.07358 2.74168 -5.71617
H -0.61091 -5.99131 1.66317
O -0.61225 -6.44386 0.85574
H 1.38666 -2.94312 -4.02587
O 4.65482 2.74030 3.09447
H -3.72916 0.68925 -2.15152
H 0.09097 -6.19422 0.27600
O -5.21913 -2.73284 2.76307
H -0.17363 4.84745 3.00691
H -6.31220 -0.53528 1.18349
H -1.31979 3.41571 -2.87683
H 2.43813 -0.58117 -3.04193
H 0.90977 4.96418 -4.42030
O 1.56041 2.84776 -0.10918
O -1.55138 1.22765 -0.16657
H -4.71671 -3.48861 2.37705
*
```

(4)
Formula: C2H8N3O2
Source: the OMol25 dataset
Level of theory: ωB97M-V/def2-TZVPD

Output
**<S²>**: 2.008
**Frontier orbital gap (spin up / spin down)**: 0.3042 / 0.1971 hartree

Structure (ORCA input):
```
! RIJCOSX wB97M-V def2-TZVPD def2/J DEFGRID3
* xyz 1 3
H -1.30170 -0.91905 0.78073
N -0.50037 -0.83844 0.10447
O 0.45627 0.74469 -1.19533
H 0.55688 -3.34413 -0.07734
H -0.87573 3.50223 0.89129
H 0.69261 2.86631 1.53423
N -0.45175 1.35626 0.81367
C 0.58706 -2.79588 -0.93174
H 1.49070 -2.34345 -1.14973
H 0.41306 2.77149 -0.29116
O -0.45588 -1.75762 -0.94325
C -0.06231 2.72512 0.72802
N -0.12536 0.46575 -0.17744
H -0.79534 0.92005 1.69405
H 0.37185 -3.35332 -1.78047
*
```

(5)
Formula: C2H7O2P
Source: the OMol25 dataset
Level of theory: ωB97M-V/def2-TZVPD

Output
**Frontier orbital gap (spin up / spin down)**: 0.2298 / 0.2671 hartree

Structure (ORCA input):
```
! RIJCOSX wB97M-V def2-TZVPD def2/J DEFGRID3
* xyz 0 1
H -2.43641 -3.53377 0.42314
C 0.76867 2.25503 1.18154
H -1.84341 -3.13772 0.62611
O -0.89030 1.29440 -1.19671
H 1.63129 -1.22840 -0.39792
H 1.78430 0.16150 -1.53774
H 0.55315 3.05222 0.33159
H 1.34686 2.51127 2.00884
C 1.04878 -0.55444 -1.13276
P -0.37307 0.26948 -0.24505
H 0.57246 -1.07961 -1.85637
O 0.80696 1.00394 0.84219
*
```

(6)
Formula: C56H48Br2F2N8NaO4P2
Source: the OMol25 dataset
Level of theory: ωB97M-V/def2-TZVPD

Output
**Frontier orbital gap**: 0.2331 hartree

Structure (ORCA input):
```
! RIJCOSX wB97M-V def2-TZVPD def2/J DEFGRID3
* xyz -1 1
C -4.24959 5.50510 2.19517
Br 5.12679 4.95334 3.58299
H 3.94865 1.59162 -0.46454
H 3.04919 -2.89070 1.98550
P 2.46191 -2.89351 -0.38718
C -6.41638 -3.82073 1.19668
C 0.21326 -1.59431 -3.46275
C 0.45302 5.00147 -1.79770
Br -7.10014 -1.40213 -0.14150
C 2.39097 4.33166 3.14360
C 1.31710 3.50103 2.78814
H 2.03562 -4.21051 -2.39233
C -3.72325 6.60361 2.89599
C -2.40695 6.62406 3.31032
H -5.39563 1.49969 -0.42499
F 0.15298 -2.55664 -5.63395
C -0.94824 -3.00058 1.48688
H 0.40952 5.46508 -3.88639
C 1.54887 2.18958 2.39279
H 4.98929 -4.45584 -0.28539
C -3.75926 0.95258 0.86167
C 4.20208 -2.57539 -0.96743
C 5.21753 -3.51616 -0.77457
N -1.11887 3.51990 2.22579
C -4.48508 -2.64431 2.81933
H -5.28443 5.52604 1.87785
H 4.96961 0.58381 1.06408
H -1.91273 0.33075 1.77380
H 5.02083 1.53181 -1.88864
C -1.74153 -1.40619 -4.86772
Na 0.55917 -0.71520 -0.23124
H -4.23781 1.22130 1.79495
H -1.30270 -3.43237 -1.72864
C -5.19719 -1.86851 1.92037
H 0.45026 6.03021 -1.46456
H -0.20655 3.40813 -6.77949
C 3.39478 -0.05059 -3.83281
C 0.41752 4.67743 -3.14178
C -2.45409 0.13836 -1.44433
N -4.12618 -4.85585 3.90456
C -4.39192 1.09465 -0.36444
H -3.17914 -5.55025 1.48591
N -0.27696 5.28984 3.30078
H 1.83009 -4.08741 1.60337
C 4.31691 -0.04829 1.67281
C -0.02670 4.10001 2.80984
C -0.11745 -2.14385 2.34457
H -2.26273 -1.58837 -5.79560
C 0.48740 2.37511 -2.50408
C -2.53821 -4.76116 1.12179
N -2.92107 -4.75430 4.20908
H 7.83519 -1.88840 -2.16266
C 6.51449 -3.28192 -1.19375
H 0.48055 1.31850 -2.75494
H 1.23221 -1.97405 -3.38036
C -2.47057 0.44689 0.84703
H -4.36442 7.45024 3.10624
C -0.37735 -0.88484 -2.40947
C -2.15359 4.42297 2.33013
C 2.88216 1.74038 2.26960
H 4.75234 -0.17258 2.66852
H 3.32288 -1.05140 -4.25913
H 3.52848 -4.44307 1.24379
C 2.77302 -3.65562 1.26062
C 3.98758 1.44784 -1.54521
H 2.17748 5.34208 3.45857
N -0.06309 3.77257 -5.85241
H -7.16906 -4.27180 0.56498
H -3.73085 -2.18404 3.44413
O 0.75107 1.75556 -5.25364
O 0.51378 1.38272 2.09717
C -0.45486 -1.84864 -4.64039
C -0.16365 -2.41544 3.72046
C -1.46899 -3.60274 -0.66864
H -5.91576 -5.64308 2.22226
H 4.35998 0.38489 -4.10521
C -1.97705 -4.02104 3.46025
H 1.14015 -4.82138 -1.00001
C 4.51474 -1.36864 -1.61511
H -3.87776 3.56065 1.34645
C 6.82419 -2.08431 -1.82662
O 0.63244 -1.24755 1.83566
C -1.05565 -3.34620 4.23983
C -1.86396 -3.92100 2.03825
N 0.50237 2.67873 -1.20751
H 0.49961 -1.85814 4.36989
C 5.82870 -1.14747 -2.03564
C 0.38970 2.86719 -4.93088
H 0.76146 0.41981 2.04063
H -0.62484 4.55395 -5.56728
C 0.48924 3.96686 -0.87289
H 7.28152 -4.02950 -1.03202
H 6.07823 -0.22343 -2.54432
N -1.83686 0.06550 -0.25492
C 3.93724 2.55232 2.63365
C 0.43292 3.33884 -3.50938
C -2.36560 -4.58754 -0.22117
C -3.74211 0.69772 -1.51763
O 3.01181 0.49134 1.76123
H 2.59018 0.54937 -4.25976
H 0.50858 4.19026 0.18801
C -3.47727 4.39852 1.89941
F -3.62223 -0.30809 -4.09511
H -4.99836 -0.80722 1.83797
C 3.66749 3.84523 3.08074
C -2.33954 -0.71707 -3.83145
C -1.61024 5.51610 3.01833
C -6.14686 -2.46482 1.10647
H -2.89187 -5.20608 -0.93666
C -4.72547 -4.01306 2.90879
H -1.11380 2.61128 1.78443
C -1.71820 -0.46291 -2.60864
H -1.99022 7.46911 3.84262
H -1.10258 -3.51719 5.30953
H 4.95659 2.20467 2.56810
H -4.23405 0.80337 -2.46821
N -0.75622 -2.87372 0.15155
H 2.87142 -5.20029 -1.17205
H 4.21760 -1.01384 1.18804
C 2.10662 -4.43577 -1.32758
P 3.17428 -0.14303 -2.00702
C -5.71300 -4.58451 2.11617
H 3.40501 2.25293 -1.99847
*
```

(7)
Formula: C4H9N2
Source: the OMol25 dataset
Level of theory: ωB97M-V/def2-TZVPD

Output
**Frontier orbital gap**: 0.3471 hartree

Structure (ORCA input):
```
! RIJCOSX wB97M-V def2-TZVPD def2/J DEFGRID3
* xyz 1 1
C -0.11572 0.20707 -0.48590
H -2.02583 1.44605 0.29141
C 2.68660 0.74381 -0.08340
H -1.72135 0.13192 -1.52269
H -3.25095 0.20625 0.56842
N 0.75752 -0.62067 0.04513
H -1.74737 -1.35187 -0.75445
H 2.58797 -1.03507 0.98623
H 0.57636 -1.54884 0.25752
N -1.51719 -0.30423 -0.62136
C -2.20383 0.32062 0.47254
H -1.90189 0.01678 1.42510
H 2.06029 1.37219 -0.76796
C 2.05257 -0.34435 0.34583
H 3.76282 0.76033 -0.15643
*
```

Energy above the lowest of the compared OMol25 structures with the same formula, charge and spin
In order: 0.0 83.0 403.5 102.7 81.0 3.2 103.8
Unit: kcal per mole
Electronic energy
In order: -3286.14195 -309.71012 -3057.11426 -395.14393 -572.12346 -9094.71056 -266.93382
Unit: Eh